# 1
Formula: C7H13O
Source: OMol25
Level of theory: ωB97M-V with the def2-TZVPD basis set

Cartesian coordinates (Å):
C  1.992801  1.014000  -1.478398
O  2.137047  1.411588  -0.102925
C  0.618513  0.391073  -1.728484
C  -0.649340  1.205121  -1.283577
C  -1.046168  0.802944  0.116794
C  -0.815349  -2.362991  2.235254
C  -1.230597  -0.983334  1.869507
C  -0.808324  -0.410952  0.660752
H  2.844376  0.350354  -1.647347
H  2.063160  1.901310  -2.180937
H  0.531581  -0.549374  -1.201113
H  0.493849  0.178120  -2.674011
H  -1.421177  1.067122  -1.909452
H  -0.463525  2.348510  -1.324933
H  1.187946  1.542010  0.197924
H  -1.719581  1.448412  0.587105
H  -1.694342  -2.954558  2.412533
H  -0.338616  -2.356347  3.163355
H  -0.035388  -2.733811  1.536337
H  -1.702993  -0.363221  2.591038
H  0.056125  -0.945975  0.160577

Atomic forces in eV per Å
-0.6225 1.0720 0.2994
-1.3821 0.3480 -0.4266
-0.0746 1.2304 4.1605
3.9182 1.6255 2.7560
0.8531 1.1146 -1.0058
0.1675 0.8501 -0.7495
0.8621 0.3250 -2.1319
1.3258 -1.6659 1.5919
-0.2241 -0.1639 -0.4161
0.2599 -0.5794 0.7187
0.3634 -0.0868 -0.3059
-0.2480 -1.0686 -5.3434
-2.7234 -0.7485 -2.8850
0.0626 -1.3971 -0.0381
1.0426 -0.3046 0.0879
-1.2602 0.9596 0.7172
-0.3091 -1.2563 -0.4918
1.1297 -0.1148 2.0276
-0.9301 -0.2844 0.0674
-0.6753 0.3559 0.5904
-1.5353 -0.2109 0.7773

Results
* max |F|: 5.45 eV Å⁻¹
* relative energy (zero: lowest compared OMol25 entry of this formula, charge and spin): 190.5 kJ/mol
* charge: -1
* E_HOMO: -0.7 eV
* LUMO level: 4.002 eV

Atomic partial charges in e from the natural (NBO) method, atoms 1 to 5:
1. C -0.043
2. O -0.765
3. C -0.435
4. C -0.381
5. C -0.544

=====

# 2
Formula: C4H4ClN
Source: OMol25
Level of theory: ωB97M-V with the def2-TZVPD basis set

Cartesian coordinates (Å):
Cl  -1.206613  1.678297  -2.636012
N  -0.212759  0.860474  -1.470231
C  -0.314155  -0.658910  -1.193701
C  -0.003906  -0.856284  0.093331
C  0.112795  0.398060  0.764161
C  -0.150412  1.372435  -0.208624
H  -0.464190  -1.231446  -2.133569
H  0.210437  -1.869255  0.539849
H  0.374646  0.726873  1.793841
H  -0.428309  2.412895  -0.281964

Atomic forces in eV per Å
0.5126 -0.6816 0.5442
-1.1515 -4.1400 1.1946
0.1016 2.4238 -3.4773
0.6469 -1.5993 0.8804
-0.3460 2.8356 -0.6900
0.2141 0.3035 0.4560
0.2578 0.0921 1.3047
-0.4383 1.3669 -0.5757
-0.3433 -0.9344 -0.9137
0.5461 0.3333 1.2768

Results
* max |F|: 4.46 eV Å⁻¹
* relative energy (zero: lowest compared OMol25 entry of this formula, charge and spin): 221.2 kJ/mol
* E_HOMO: -8.6 eV
* LUMO level: 0.403 eV
* SMILES string: Cln1cccc1

Atomic partial charges in e from the natural (NBO) method, atoms 1 to 5:
1. Cl 0.144
2. N -0.369
3. C -0.083
4. C -0.271
5. C -0.319

=====

# 3
Formula: C5H11NO2
Source: OMol25
Level of theory: ωB97M-V with the def2-TZVPD basis set

Cartesian coordinates (Å):
C  2.320595  0.088242  0.825643
O  0.919363  -0.020538  0.782139
C  0.164638  0.644828  -0.362472
O  0.685278  1.807641  -0.965795
C  -1.309047  0.576937  -0.246591
C  -2.043231  -0.075981  0.875544
C  -0.442636  -0.376616  -1.269217
N  -0.298299  -1.771342  -0.968940
H  2.710089  -0.793790  0.297662
H  2.806842  0.999471  0.464841
H  2.594074  -0.000265  1.887604
H  0.665667  2.526582  -0.313526
H  -1.880395  1.382995  -0.694526
H  -1.406904  -0.277042  1.742616
H  -2.857892  0.567045  1.221913
H  -2.469749  -1.036074  0.565942
H  -0.521679  -0.126261  -2.323958
H  -0.035733  -1.875323  0.021622
H  0.399019  -2.240508  -1.540502

Atomic forces in eV per Å
0.4714 -0.9515 0.2475
-1.8886 2.4794 -1.3951
1.5348 -0.4869 0.6620
0.4091 -0.8789 0.9417
0.3371 -1.4629 -0.8160
-0.1571 -0.4575 0.7687
-0.3467 1.3559 0.6337
-0.3646 -0.0584 0.7356
0.4417 0.3484 -0.0073
-0.5637 0.0386 -0.3028
-0.0531 -0.0490 -0.2789
-0.1493 -0.2051 -0.1585
0.4763 -0.0202 -0.3667
0.0112 0.0531 -0.1330
0.0792 -0.1311 -0.0677
-0.0422 0.1239 0.0148
-0.0141 -0.0312 0.2107
-0.0619 -0.0126 -0.7651
-0.1193 0.3461 0.0765

Results
* max |F|: 3.41 eV Å⁻¹
* relative energy (zero: lowest compared OMol25 entry of this formula, charge and spin): 280.0 kJ/mol
* E_HOMO: -8.5 eV
* LUMO level: 0.795 eV
* SMILES string: CO[C@]1(O)[C@H](C)[C@@H]1N

Atomic partial charges in e from the natural (NBO) method, atoms 1 to 5:
1. C -0.250
2. O -0.571
3. C 0.474
4. O -0.695
5. C -0.277

=====

# 4
Formula: C32H35N5O8PS3SbW
Source: OMol25
Level of theory: ωB97M-V with the def2-TZVPD basis set

Cartesian coordinates (Å):
W  0.556226  -1.140123  -0.580082
C  5.693233  1.199880  -1.424284
C  4.897192  0.978918  -0.378022
C  3.438798  0.745782  -0.564154
C  2.956857  0.555295  -1.975079
C  3.879229  0.839916  -3.045627
C  5.169771  1.118491  -2.773675
N  1.733575  0.132456  -2.120905
C  0.943198  0.545620  -3.218779
C  1.193413  1.647778  -4.034931
C  0.296775  1.984854  -5.030420
C  -0.872660  1.254541  -5.215642
C  -1.176891  0.225579  -4.353210
C  -0.277755  -0.097744  -3.345246
N  -0.612219  -0.990293  -2.305820
N  -1.607210  -1.742535  -2.569528
C  -1.930252  -2.532512  -1.526863
C  -3.035193  -3.388713  -1.621428
C  -3.382591  -4.141359  -0.537449
C  -2.612904  -4.020688  0.627257
C  -1.526907  -3.188188  0.643808
N  -1.153678  -2.443373  -0.425279
H  6.746526  1.398004  -1.281391
H  5.271168  0.987840  0.638036
H  2.889410  1.630159  -0.206087
H  3.565870  0.673108  -4.063981
H  5.863086  1.222003  -3.598720
H  2.052000  2.278917  -3.872855
H  0.498760  2.847421  -5.650688
H  -1.572586  1.535500  -5.989710
H  -2.119059  -0.297955  -4.407176
H  -3.577776  -3.406784  -2.555516
H  -4.234011  -4.806657  -0.569575
H  -2.855523  -4.580391  1.518860
H  -0.929236  -3.114967  1.531279
O  -0.303666  -0.617455  1.359532
C  -0.060848  -0.872632  2.545533
C  0.768558  -1.938670  2.992439
C  0.942786  -2.163661  4.367447
C  1.638154  -3.264909  4.770793
C  2.148396  -4.186796  3.846146
C  1.981443  -3.981479  2.500760
C  1.314757  -2.829728  2.039172
O  1.204089  -2.635369  0.750632
N  1.833461  -3.503400  6.209871
O  2.443347  -4.501441  6.528209
O  1.375010  -2.682547  6.977427
H  -0.556466  -0.246318  3.296624
H  0.529025  -1.483127  5.100404
H  2.671519  -5.057669  4.215464
H  2.369070  -4.678440  1.771521
S  4.634059  -4.123794  0.178258
Sb  3.798547  -2.477827  -1.048999
S  1.632566  -2.789764  -2.026991
S  2.813786  -0.609581  0.453194
C  -0.879452  4.675877  1.808638
C  -0.144868  3.551749  1.099075
C  0.801268  2.826692  2.047902
C  0.598917  4.085744  -0.118967
O  -1.186623  2.597691  0.729926
P  -1.173345  1.684957  -0.568281
O  -1.347469  2.403086  -1.836358
O  0.154744  0.864733  -0.470425
O  -2.291094  0.601104  -0.265174
C  -3.679708  0.871167  0.130630
C  -4.452124  -0.324029  -0.396848
C  -4.191615  2.162820  -0.488069
C  -3.719518  0.914467  1.650220
H  -0.168428  5.409698  2.188962
H  -1.455497  4.281546  2.646326
H  -1.561381  5.173700  1.119355
H  1.588846  3.500242  2.388834
H  1.254208  1.970252  1.543529
H  0.254363  2.467155  2.921265
H  1.309791  4.845809  0.206953
H  -0.093548  4.527503  -0.833554
H  1.145613  3.289204  -0.629266
H  -4.368273  -0.380857  -1.483338
H  -5.505944  -0.235094  -0.131353
H  -4.062631  -1.246994  0.037809
H  -4.079204  2.140971  -1.571290
H  -3.648978  3.026752  -0.105017
H  -5.246630  2.285892  -0.240955
H  -3.331559  -0.021306  2.058750
H  -4.746981  1.041707  1.993159
H  -3.119110  1.742589  2.023007

Atomic forces in eV per Å
0.5628 0.0851 0.4365
0.0638 0.0032 0.0023
-0.0621 -0.0069 0.0183
0.0018 -0.0015 -0.0833
-0.1169 -0.0786 0.0605
0.0376 0.0763 -0.0437
-0.0369 -0.0016 0.0066
0.1257 0.0966 -0.1569
0.0192 -0.0813 0.0583
0.0598 -0.0392 -0.0027
0.0019 -0.0171 0.0093
0.0259 0.0427 -0.0027
-0.0624 -0.0761 0.0210
0.0875 0.1388 -0.1109
-0.1937 -0.2846 -0.0035
0.0054 0.1125 -0.0998
-0.1131 -0.1931 0.2101
0.0291 0.0931 -0.1401
-0.0063 -0.0628 0.1057
-0.0390 0.0098 -0.0873
0.0203 -0.0327 0.0181
-0.0237 0.1424 -0.1567
-0.0022 0.0021 -0.0149
0.0049 0.0038 -0.0033
0.0110 0.0286 -0.0196
-0.0650 0.0343 -0.0433
0.0065 0.0027 0.0056
0.0880 -0.0105 0.0137
-0.0006 -0.0017 -0.0002
0.0000 -0.0063 -0.0035
0.0069 0.0143 -0.0151
-0.0110 -0.0103 0.0138
0.0018 0.0008 -0.0086
0.0075 -0.0029 0.0029
0.0213 0.0185 0.0299
-0.0989 0.0067 0.0672
0.0968 -0.0500 -0.0102
-0.0029 -0.0318 -0.0190
-0.0271 0.0313 0.0536
-0.0050 -0.0054 -0.0269
-0.0011 -0.0065 0.0037
0.0127 -0.0006 0.0270
0.0464 0.1081 0.0822
-0.1418 -0.0663 -0.2451
0.0380 0.0075 0.0243
-0.0289 0.0213 -0.0191
-0.0041 -0.0228 -0.0333
-0.0060 0.0014 -0.0080
0.0000 -0.0041 0.0026
0.0016 -0.0010 0.0006
-0.0102 0.0019 0.0092
-0.0377 -0.0239 0.0462
0.1629 0.0432 -0.1147
-0.1942 0.1609 0.0704
-0.1508 -0.0388 0.0790
-0.0121 -0.0281 -0.0022
0.0482 0.0507 0.0300
-0.0164 -0.0080 -0.0208
-0.0405 -0.0378 0.0117
-0.0165 -0.0202 -0.0233
-0.1105 -0.0080 -0.0217
0.0390 0.0415 0.0050
-0.0543 -0.2109 -0.0268
0.0095 0.1059 0.0748
0.0002 -0.0366 -0.0509
-0.0129 -0.0091 0.0000
0.0522 -0.0100 -0.0090
0.0239 -0.0047 -0.0188
-0.0033 0.0059 0.0034
0.0025 0.0063 0.0029
0.0024 0.0031 0.0050
-0.0025 -0.0001 -0.0034
0.0057 0.0010 0.0156
0.0029 0.0025 0.0038
0.0096 -0.0049 0.0071
0.0105 -0.0018 -0.0054
-0.0030 0.0238 -0.0119
-0.0076 0.0062 0.0011
-0.0001 -0.0129 -0.0048
-0.0116 0.0114 0.0087
-0.0089 0.0110 -0.0024
-0.0044 0.0091 -0.0022
0.0021 -0.0228 0.0089
-0.0017 0.0078 0.0048
-0.0021 -0.0003 -0.0035
-0.0061 0.0002 0.0180

Results
* max |F|: 0.72 eV Å⁻¹
* relative energy (zero: lowest compared OMol25 entry of this formula, charge and spin): 64.0 kJ/mol
* charge: +1
* E_HOMO (spin up / spin down): -10.4 / -10.5 eV
* 2S+1: 2
* LUMO level (spin up / spin down): -4.413 / -5.645 eV

Atomic partial charges in e from the Löwdin method, atoms 1 to 5:
1. W 1.423
2. C -0.056
3. C -0.097
4. C -0.572
5. C -0.337

=====

Question: Which of these has the lowest max |F|?
Answer: C32H35N5O8PS3SbW